Entry from the OMol25 dataset: C16H19BCuN6Se as an isolated structure (the ωB97M-V functional and the def2-TZVPD basis).

```
44
Properties=species:S:1:pos:R:3:forces:R:3
H -2.3486 -1.6735 -1.1961 -0.01 0.31 -0.14
N -1.1263 -0.0127 -1.6152 -0.61 0.42 -0.36
B 0.0521 2.0353 -2.3462 0.99 0.26 1.17
N -1.1380 1.0509 -2.4476 -0.42 -0.93 0.11
C -2.2353 0.9422 -3.2173 0.48 -0.13 0.54
Cu 0.9812 0.1815 0.4292 -1.62 -0.15 3.13
H -2.4320 1.6828 -3.9789 -0.02 -0.13 0.09
C -2.9339 -0.2005 -2.8310 0.06 -0.09 0.02
H -3.8499 -0.5679 -3.2521 -0.06 -0.02 -0.03
C -2.1999 -0.7815 -1.7956 0.15 0.44 -0.32
H 0.0647 2.7870 -3.2755 -0.04 -0.05 -0.02
C 2.2697 0.0552 1.8844 0.62 -0.57 0.56
H 2.0238 -0.8711 2.4204 0.37 0.35 -0.03
H 2.1283 0.9373 2.5153 0.09 -0.19 -0.11
H 3.2544 0.0278 1.4014 -0.11 0.03 0.25
N 1.3761 1.2029 -2.2555 0.35 -0.79 0.88
N 0.0148 2.7920 -0.9883 -0.04 0.05 0.98
N 1.6884 0.3116 -1.2084 2.22 -0.08 -4.42
N 0.3281 2.1513 0.1920 -0.72 1.46 -0.18
C 2.4139 1.2765 -3.0998 -0.05 -0.54 0.49
C -0.2299 4.0976 -0.7375 0.18 -0.40 0.38
H 2.3691 1.9630 -3.9283 0.08 -0.10 -0.10
H -0.4577 4.7623 -1.5589 -0.03 0.03 0.19
C 3.3979 0.3988 -2.6722 0.00 0.02 -0.02
C -0.0818 4.3093 0.6269 0.00 0.13 -0.16
C 2.9105 -0.1989 -1.5057 -1.00 1.08 -0.47
C 0.2676 3.0639 1.1744 -0.29 -0.19 -1.45
H 4.3433 0.2229 -3.1390 0.25 -0.04 -0.12
H -0.1850 5.2369 1.1603 -0.05 0.08 -0.04
H 3.3859 -0.9262 -0.8571 -0.23 0.19 -0.09
H 0.4540 2.7783 2.2013 0.00 0.00 -0.18
H -0.4309 -0.0151 -0.8561 -0.57 -0.44 -0.17
Se -0.8755 -0.2312 1.9308 -0.11 1.62 -0.82
C -1.0693 -1.9731 2.4938 -0.12 -1.91 0.70
C -0.3219 -2.4425 3.6015 -0.38 -0.04 -0.68
C -0.3976 -3.7781 3.9824 -0.31 -0.23 -0.20
C -1.2541 -4.6602 3.3026 0.06 0.35 -0.09
C -2.0575 -4.1832 2.2536 0.15 -0.09 0.30
C -1.9831 -2.8504 1.8594 0.73 0.19 0.47
H 0.3218 -1.7398 4.1297 -0.10 -0.21 -0.13
H 0.2159 -4.1328 4.8129 -0.22 0.04 -0.22
H -1.2970 -5.7109 3.5919 -0.02 0.29 -0.07
H -2.7456 -4.8579 1.7394 0.20 0.15 0.19
H -2.6111 -2.4596 1.0587 0.15 -0.15 0.16
```
Forces are in eV/Å.

The frontier orbital gap (spin up / spin down) is 7.0 / 6.8 eV. The spin multiplicity is 2. The total charge is 0.

Mulliken population analysis, charges in e, atoms 1 to 6: number 1, H, carries 0.45; number 2, N, carries 0.56; number 3, B, carries -0.02; number 4, N, carries -0.08; number 5, C, carries -0.13; number 6, Cu, carries -0.85



Entry from the OMol25 dataset: an isolated ion of composition C6H10N3O3 and charge +1 (the ωB97M-V functional and the def2-TZVPD basis).

```
22
Properties=species:S:1:pos:R:3:forces:R:3
C -1.2638 0.5406 0.7818 0.60 -2.08 -1.60
C 0.0593 0.7391 1.3719 -1.46 -1.53 1.97
C 1.9207 -0.4858 0.3012 -4.72 -4.15 -0.84
C 1.2752 -0.7751 -1.1106 1.98 -0.88 -0.04
C -0.3220 -1.6057 0.3421 3.40 3.14 0.47
C 0.6974 0.4013 -1.8701 -2.09 -1.22 -0.53
N 0.7911 -0.5183 1.2778 -1.55 -1.50 -2.14
N -1.4166 -0.6674 0.2895 -3.78 2.81 -0.87
N -2.3732 1.5837 0.7664 0.00 -1.93 -0.08
O -2.1569 2.5073 1.4784 0.15 0.99 0.29
O -3.3551 1.2904 0.1301 0.21 0.15 -0.16
O 0.3014 -1.7968 -0.8520 -1.08 -0.28 1.57
H 0.5545 1.6355 1.1430 0.71 1.23 -0.80
H -0.2445 0.9003 2.4352 0.32 -0.01 -0.06
H 2.5037 -1.2956 0.6234 1.08 -1.22 -0.04
H 2.4576 0.3288 0.3687 2.52 4.51 0.18
H 1.9624 -1.3984 -1.7364 -0.17 1.09 0.35
H -0.6365 -2.4922 0.8208 0.03 -0.98 0.63
H 0.7112 1.3296 -1.3341 -0.29 0.47 0.45
H -0.3803 0.0776 -2.1930 1.91 0.98 0.47
H 1.2506 0.5769 -2.7667 0.32 0.05 -0.64
H -2.3361 -0.8757 -0.2674 1.91 0.36 1.40
```
Forces are in eV/Å.

The frontier orbital gap is 7.8 eV. As for the energy above the lowest of the compared OMol25 structures with the same formula, charge and spin: 498.0 kJ/mol. The total charge is +1. Its SMILES is C[C@H]1CN2CC([N+](=O)[O-])=[NH+][C@H]2O1.

Mulliken population analysis, charges in e, atoms 1 to 6: number 1, C, carries 0.13; number 2, C, carries -0.37; number 3, C, carries -0.91; number 4, C, carries 0.47; number 5, C, carries -0.14; number 6, C, carries -1.28



Entry from the OMol25 dataset: C19H25N3O2S in the gas phase (the ωB97M-V functional and the def2-TZVPD basis).

```
50
Properties=species:S:1:pos:R:3:forces:R:3
C 5.0737 -1.0990 -6.0542 0.21 -0.01 -0.12
H 4.8117 -0.7131 -7.0382 0.07 -0.03 0.06
O 3.8808 -1.0825 -5.3090 -0.26 -0.04 0.28
C 3.9184 -1.5113 -4.0148 -0.12 -0.02 0.15
C 5.0501 -1.9846 -3.3605 0.17 0.07 -0.33
C 4.9498 -2.3878 -2.0387 -0.15 0.06 -0.07
C 3.7543 -2.3312 -1.3512 0.05 -0.10 0.28
C 2.6192 -1.8570 -2.0044 0.37 -0.01 -0.17
C 2.7082 -1.4528 -3.3300 0.10 0.00 -0.08
H 1.8419 -1.0822 -3.8579 -0.12 0.06 -0.07
N 1.3688 -1.7645 -1.3862 -0.15 0.13 -0.47
C 1.0254 -2.0100 -0.0889 -0.61 -0.07 0.08
O 1.7859 -2.4068 0.7640 0.23 -0.05 0.20
C -0.4369 -1.7007 0.1898 0.19 0.17 0.18
C -0.6439 -0.1853 0.2848 -0.38 -0.15 -0.10
H -0.0393 0.2048 1.1065 0.05 0.07 0.01
H -0.2881 0.2874 -0.6351 0.04 0.06 0.01
C -2.1070 0.2156 0.5011 0.34 0.23 0.16
C -2.2621 1.7308 0.3491 -0.27 -0.16 -0.06
C -3.7113 2.1497 0.6148 0.22 0.12 -0.13
N -4.2283 1.7267 1.8983 -0.09 0.04 0.07
C -3.9698 2.5790 3.0379 -0.33 -0.04 -0.14
C -2.6100 2.4942 3.6600 -0.17 -0.41 0.90
N -1.5350 3.0211 3.1944 -0.26 0.53 -0.62
C -0.4511 2.7503 3.9566 0.29 -0.31 0.51
C -0.6932 1.9922 5.0568 -0.22 -0.14 0.06
S -2.3628 1.5939 5.1510 0.26 0.50 -0.61
H -0.0061 1.6504 5.8033 0.22 -0.03 0.13
H 0.5060 3.1383 3.6585 0.20 0.03 0.03
H -4.1370 3.6117 2.7186 0.00 -0.05 0.13
H -4.7095 2.3276 3.8067 0.03 0.13 -0.03
C -4.0492 0.3059 2.1053 0.08 -0.14 0.06
C -2.6167 -0.1974 1.8825 -0.22 0.00 -0.22
H -2.6125 -1.2833 1.9857 0.03 -0.07 0.06
H -1.9512 0.2135 2.6428 0.09 -0.03 0.06
H -4.3807 0.0568 3.1161 -0.07 -0.06 -0.02
H -4.7118 -0.2041 1.3955 0.00 -0.10 0.07
H -3.8067 3.2344 0.5414 -0.07 0.00 -0.05
H -4.3588 1.6979 -0.1473 0.04 0.08 -0.08
H -1.9815 2.0385 -0.6602 0.05 0.01 -0.07
H -1.6060 2.2403 1.0554 0.03 -0.01 -0.11
H -2.7258 -0.2767 -0.2602 -0.02 -0.03 -0.04
H -0.6983 -2.1732 1.1359 0.05 -0.07 -0.09
H -1.0678 -2.1165 -0.5992 -0.05 -0.03 -0.02
H 0.6336 -1.4276 -1.9926 0.07 -0.08 0.21
H 3.6901 -2.6446 -0.3241 0.00 -0.01 0.03
H 5.8312 -2.7554 -1.5348 0.07 -0.03 0.05
H 6.0026 -2.0435 -3.8618 0.07 0.01 -0.08
H 5.8371 -0.4553 -5.6053 -0.03 -0.04 -0.01
H 5.4696 -2.1144 -6.1583 -0.01 0.05 0.02
```
Forces are in eV/Å.

The frontier orbital gap is 9.0 eV. As for the energy above the lowest of the compared OMol25 structures with the same formula, charge and spin: 149.5 kJ/mol. The total charge is 0. Its SMILES is COc1cccc(NC(=O)CCC2CCN(Cc3nccs3)CC2)c1.

Mulliken population analysis, charges in e, atoms 1 to 6: number 1, C, carries -0.85; number 2, H, carries 0.24; number 3, O, carries -0.41; number 4, C, carries 0.50; number 5, C, carries -0.45; number 6, C, carries -0.86



Entry from the OMol25 dataset: C4H5GaO2 as an isolated structure (the ωB97M-V functional and the def2-TZVPD basis).

```
12
Properties=species:S:1:pos:R:3:forces:R:3
O 2.3718 -0.7231 -0.0377 -0.78 1.66 -1.77
C 1.0982 -0.9389 0.5030 0.35 1.28 -1.16
H 1.0460 -0.6222 1.5724 -0.19 -0.83 -0.32
H 0.7333 -1.9582 0.2375 0.00 0.39 0.86
C 0.2886 0.1022 -0.3153 -1.29 -0.94 0.06
C -1.0353 0.3578 0.3736 -0.01 1.35 0.06
C -2.2162 0.1923 -0.1817 -1.21 0.71 -0.77
O -3.2615 0.1593 -0.7129 1.13 -0.40 0.62
Ga 0.3220 2.7535 -0.7338 0.05 -1.64 0.37
H 0.0646 -0.3185 -1.3112 -0.07 -0.18 0.25
H -1.0641 0.7279 1.4048 0.02 -0.33 -0.24
H 1.6526 0.2679 -0.7988 2.00 -1.07 2.03
```
Forces are in eV/Å.

The frontier orbital gap is 6.6 eV. The total charge is 0.

Mulliken population analysis, charges in e, atoms 1 to 6: number 1, O, carries -0.70; number 2, C, carries -0.24; number 3, H, carries 0.22; number 4, H, carries 0.21; number 5, C, carries -0.54; number 6, C, carries -0.88